Record 1
This record from the OMol25 dataset describes a 2-piece molecular cluster, C2H10N2 overall at a distorted geometry. The level of theory is the ωB97M-V functional and the def2-TZVPD basis.

Results
Molecular weight (g mol⁻¹): 62.1
Gap between HOMO and LUMO (eV): 9.5940
SMILES: CNC.N
Strongest force on any atom (Eh/bohr): 0.08637
Highest occupied orbital energy (eV): -8.53
Calculated total energy (a.u.): -191.6270

The geometry in ORCA input format:
```
! RIJCOSX wB97M-V def2-TZVPD def2/J DEFGRID3
* xyz 0 1
N 0.678 1.027 2.653
N -0.757 -0.460 -1.263
C -0.286 -0.995 0.005
C 0.183 0.319 -1.962
H 1.084 -0.269 -2.473
H 0.648 -1.636 -0.046
H -0.164 -0.493 1.002
H -1.164 -1.633 0.464
H -0.134 1.498 2.517
H -1.054 -1.394 -1.819
H 1.158 1.773 2.998
H 0.678 1.049 -1.312
H -0.414 0.750 -2.840
H 0.537 0.441 3.525
*
```



Record 2
This record from the OMol25 dataset describes C5H5NO as an isolated structure. The level of theory is the ωB97M-V functional and the def2-TZVPD basis.

Results
Molecular weight (g mol⁻¹): 95.1
Gap between HOMO and LUMO (spin up / spin down) (eV): 7.8603 / 8.4227
Strongest force on any atom (Eh/bohr): 0.00936
Highest occupied orbital energy (spin up / spin down) (eV): -8.83 / -8.88
Calculated total energy (a.u.): -323.3136

The geometry in ORCA input format:
```
! RIJCOSX wB97M-V def2-TZVPD def2/J DEFGRID3
* xyz 0 1
O -0.449 1.158 -1.815
N 0.368 -0.101 2.484
C 0.038 -0.366 1.348
C -0.852 -1.339 0.506
C 0.826 0.605 0.562
C -0.726 -1.001 -0.745
C 0.070 0.030 -1.248
H -1.381 -2.139 1.012
H 0.546 1.657 0.612
H 1.006 -0.224 -1.747
H -1.349 1.280 -1.474
H 1.903 0.440 0.505
*
```



Record 3
This record from the OMol25 dataset describes a 3-piece molecular cluster, C5H12O3 overall at a distorted geometry. The level of theory is the ωB97M-V functional and the def2-TZVPD basis.

Results
Molecular weight (g mol⁻¹): 120.1
Gap between HOMO and LUMO (eV): 4.4626
Strongest force on any atom (Eh/bohr): 0.05021
Highest occupied orbital energy (eV): -7.63
Calculated total energy (a.u.): -423.1797

The geometry in ORCA input format:
```
! RIJCOSX wB97M-V def2-TZVPD def2/J DEFGRID3
* xyz 0 1
O -2.052 0.368 -0.191
O 2.219 0.702 -1.445
O 0.043 1.076 -2.595
C -1.185 -0.344 0.538
C -1.336 -1.317 1.385
C -0.657 -2.515 1.821
C 0.255 0.138 0.347
C 0.360 1.647 0.308
H 1.426 1.825 0.173
H 0.103 1.663 -3.352
H -0.003 2.239 1.149
H -0.115 -3.065 1.054
H -2.838 0.433 0.330
H -1.505 -3.167 2.125
H 0.956 -0.227 1.095
H 0.986 0.838 -2.241
H 0.607 -0.206 -0.655
H -0.119 1.987 -0.602
H -0.064 -2.363 2.718
H 2.918 0.288 -1.962
*
```



The energy above the lowest of the compared OMol25 structures with the same formula, charge and spin results, record by record, are as follows: 184.7; 541.2; 719.7 kJ/mol.